(1)
# C27H60NO11P3

3 unconnected molecules or ions with the total composition C27H60NO11P3 (ωB97M-V with the def2-TZVPD basis set, the OMol25 dataset).

The geometry in XYZ format:
```
102
Properties=species:S:1:pos:R:3:mulliken_charge:R:1
C -0.2924 -0.4644 7.3986 -0.441
C 0.5382 0.3173 6.5629 -0.212
C 1.3983 1.2864 5.5587 -0.303
C 1.6298 0.4876 4.1337 -0.053
C 3.0909 -0.2511 4.0653 -0.734
P 3.1918 -1.7394 2.8675 -0.195
C 1.5121 -2.1577 2.0597 -0.583
C 0.9239 -1.0133 1.0422 0.127
C -0.5837 -1.5598 0.5688 -0.525
C -0.4280 -2.6754 -0.6261 -0.427
O 0.1472 -2.0396 -1.8409 -0.372
C -0.8631 -1.1108 -2.4208 -0.315
O 3.5886 -3.1051 3.8807 -0.217
C 3.6456 -4.3644 3.1240 0.009
C 3.9245 -5.5597 4.2606 -0.709
N 2.5902 -5.7382 4.9810 -0.262
C 1.8637 -6.9667 4.4796 -0.493
C 0.4439 -7.2021 5.2935 0.282
C -0.8786 -6.6397 4.4968 -1.053
O 0.1884 -8.6525 5.5583 -0.535
H -0.8203 -1.2218 8.1252 0.344
H 0.7811 2.3003 5.4338 0.115
H 2.4815 1.5053 6.0078 0.375
H 0.7283 -0.2330 3.9196 0.233
H 1.5975 1.3220 3.2848 0.057
H 3.3156 -0.6444 5.1697 0.357
H 3.9275 0.5544 3.8511 0.352
H 0.7708 -2.5000 2.9032 0.330
H 1.6998 -3.1264 1.3878 0.159
H 0.7970 0.0522 1.5079 -0.121
H 1.5980 -0.9368 0.0842 0.373
H -0.9984 -2.1519 1.5179 0.312
H -1.3306 -0.6875 0.3376 0.239
H -1.4406 -3.1959 -0.8994 0.314
H 0.3286 -3.5378 -0.2979 0.184
H -1.9529 -1.5668 -2.3413 0.283
H -0.8288 -0.0944 -1.8337 0.169
H -0.6762 -0.8720 -3.5546 0.003
H 4.4966 -4.4015 2.3012 0.273
H 2.6423 -4.6741 2.5983 -0.032
H 4.1718 -6.5323 3.6588 0.310
H 4.7829 -5.2360 4.9958 0.359
H 2.6984 -5.7196 6.0186 0.248
H 2.5361 -7.9214 4.7278 0.300
H 1.6074 -6.9036 3.3155 0.192
H 0.4718 -6.6528 6.3476 0.103
H -1.0328 -7.2090 3.4599 0.286
H -0.8922 -5.4641 4.3601 0.208
H -1.8549 -6.8854 5.1381 0.358
H -0.7953 -8.6956 5.7733 0.322
O -0.5223 5.1017 1.1185 -0.678
P -1.4379 5.2501 2.3582 1.130
O -2.2698 3.8444 2.0818 -0.421
C -1.6411 2.6249 2.4268 -0.308
C -1.7482 2.3684 3.9168 -0.866
O -2.5288 6.2638 1.6142 -0.323
C -2.0812 7.2181 0.6635 -0.340
C -2.3694 6.7247 -0.7436 -1.235
O -2.4610 5.4160 3.7434 -0.227
C -2.0281 6.3718 4.6992 -0.362
C -2.3508 7.7865 4.2585 -0.953
H -0.5934 2.6295 2.1063 0.300
H -2.1528 1.8275 1.8803 0.260
H -1.1655 3.1044 4.4796 0.039
H -1.3760 1.3709 4.1671 0.425
H -2.7869 2.4551 4.2523 0.306
H -1.0198 7.4499 0.8013 0.386
H -2.6356 8.1459 0.8418 0.390
H -1.9050 5.7518 -0.9316 0.286
H -2.0050 7.4365 -1.4870 0.379
H -3.4466 6.5880 -0.8850 0.293
H -0.9560 6.2520 4.8807 0.309
H -2.5514 6.1531 5.6341 0.340
H -1.7114 8.0873 3.4235 0.204
H -2.1865 8.4936 5.0770 0.415
H -3.3890 7.8662 3.9208 0.250
O 1.1164 1.7262 -9.0794 -0.672
P 0.2260 0.4920 -8.7948 1.029
O -1.1588 1.1847 -9.3839 -0.330
C -1.3224 1.2456 -10.7878 -0.322
C -1.7863 -0.0906 -11.3327 -0.947
O -0.0406 0.8692 -7.1955 -0.350
C 0.9851 1.4787 -6.4265 -0.285
C 0.7137 2.9662 -6.2841 -1.272
O -0.7689 -0.8871 -8.4767 -0.242
C -0.0627 -2.0890 -8.2098 -0.386
C 0.4747 -2.1165 -6.7919 -0.866
H -0.3900 1.5605 -11.2693 0.281
H -2.0784 2.0082 -10.9958 0.322
H -1.0055 -0.8486 -11.2165 0.220
H -2.0341 -0.0120 -12.3951 0.403
H -2.6661 -0.4482 -10.7877 0.233
H 1.9733 1.2875 -6.8578 0.399
H 0.9747 1.0129 -5.4350 0.346
H 0.6267 3.4543 -7.2596 0.297
H 1.5099 3.4538 -5.7179 0.389
H -0.2377 3.1309 -5.7676 0.289
H 0.7444 -2.2117 -8.9380 0.321
H -0.7661 -2.9145 -8.3489 0.363
H 1.3021 -1.4103 -6.6776 0.176
H 0.8485 -3.1132 -6.5392 0.439
H -0.2997 -1.8325 -6.0722 0.169
```

Results
M ... 667.70 g/mol
SMILES string ... C#CCCCP(CCCCOC)OCCNC[C@@H](C)O.CCOP(=O)(OCC)OCC.CCOP(=O)(OCC)OCC
Orbital gap ... 5.68 eV
Total charge ... 0

(2)
# C4H7N2O

A gas-phase ion, C4H7N2O (charge +1) (ωB97M-V with the def2-TZVPD basis set, the OMol25 dataset).

The geometry in XYZ format:
```
14
Properties=species:S:1:pos:R:3:mulliken_charge:R:1
C 0.1720 1.2326 -0.1384 0.095
C -0.1303 1.9030 -1.2664 -0.512
C -0.9249 -0.1143 -1.5057 0.142
C 0.6192 -1.0915 1.6685 -0.710
N -0.3139 -0.0770 -0.3229 0.404
N -0.0988 -1.2746 0.3968 -0.546
O -0.9382 1.0648 -2.0505 -0.241
H 0.6785 1.5461 0.7378 0.387
H -0.2668 2.9485 -1.4414 0.386
H -1.4176 -1.0237 -1.8187 0.419
H 1.7980 -0.9932 1.6231 0.287
H 0.3277 -0.1171 2.0829 0.281
H 0.2928 -1.9429 2.2728 0.309
H 0.2024 -2.0608 -0.2379 0.299
```

Results
M ... 99.11 g/mol
SMILES string ... CN[n+]1ccoc1
Orbital gap ... 9.96 eV
ΔE to the lowest compared entry with this formula, charge and spin ... 278.8 kJ/mol
Total charge ... +1

Number 1: maximum force 10.04 eV Å⁻¹. Number 2: maximum force 2.37 eV Å⁻¹.